Molecular formula: C11H16
Method: DFT, the ωB97M-V functional and the def2-TZVPD basis

The value obtained for the HOMO-LUMO gap (spin up / spin down) is 8.3 / 6.9 eV. For the energy relative to the best compared isomer or geometry (same formula, charge and spin), the calculation gives 4.770 eV. The molar mass is 148.2 g mol⁻¹.

ORCA input file:
```
! RIJCOSX wB97M-V def2-TZVPD def2/J DEFGRID3
* xyz 0 1
C 0.757 -0.833 1.074
C 1.757 -1.684 1.185
C -1.755 0.589 -0.417
C -1.806 -0.705 0.545
C -0.330 1.163 -0.370
C 0.822 0.399 0.305
C -0.606 -0.766 1.486
C 0.727 0.558 -1.184
C -0.874 -0.088 2.798
C 1.918 1.462 -1.768
C 0.342 -0.543 -2.056
H 1.606 -2.740 1.350
H 2.671 -1.319 0.781
H -1.961 0.330 -1.477
H -2.380 1.423 -0.039
H -2.729 -0.496 1.173
H -1.855 -1.663 -0.168
H -0.352 2.193 -0.202
H -1.887 -0.500 3.124
H -0.986 0.924 2.679
H -0.140 -0.220 3.555
H 1.458 2.200 -2.547
H 2.789 0.987 -2.333
H 2.259 1.950 -0.792
H -0.646 -0.902 -1.717
H 0.948 -1.447 -1.865
H 0.251 -0.273 -3.121
*
```